91
Properties=species:S:1:pos:R:3:lowdin_charge:R:1 method="wB97M-V/def2-TZVPD" de_lowest_kcal_mol=0.0 homo_ev=-1.44 gap_ev=5.41 multiplicity=1 total_charge=-2
Tl -0.6488 -1.7300 -0.3140 0.78
C -0.5264 5.2339 2.4406 -0.05
C -1.3817 4.2006 1.7820 -0.29
C -2.7188 4.2620 1.4596 0.00
C -2.9914 3.0109 0.8600 -0.26
N -1.9032 2.2626 0.8316 0.15
N -0.9216 2.9837 1.3921 0.03
B 0.5164 2.4292 1.5508 -0.49
N 1.1729 2.1799 0.1710 0.03
N 0.5089 1.5734 -0.8319 0.15
C 1.2803 1.6584 -1.9054 -0.25
C 2.4804 2.3339 -1.5963 0.01
C 2.3710 2.6504 -0.2633 -0.28
C 3.3714 3.3528 0.5961 -0.04
C 0.8257 1.1580 -3.2118 -0.16
C -0.4032 0.5082 -3.3353 -0.04
C -0.8299 0.0425 -4.5663 -0.08
C -0.0502 0.2296 -5.7034 -0.11
C 1.1681 0.8815 -5.5928 -0.11
C 1.6006 1.3381 -4.3546 -0.05
N 0.5256 1.1922 2.4881 0.03
N -0.3889 0.2111 2.3745 0.13
C -0.1895 -0.6185 3.3862 -0.28
C 0.8875 -0.1788 4.1804 0.00
C 1.3110 0.9843 3.5774 -0.28
C 2.4416 1.8714 3.9854 -0.04
C -1.0430 -1.8010 3.5580 -0.17
C -0.6396 -2.8608 4.3663 -0.04
C -1.4390 -3.9843 4.5083 -0.10
C -2.6542 -4.0656 3.8419 -0.12
C -3.0616 -3.0125 3.0320 -0.09
C -2.2667 -1.8855 2.8927 -0.06
C -4.2438 2.4760 0.3077 -0.16
C -4.2535 1.2137 -0.2935 -0.02
C -5.4272 0.6969 -0.8156 -0.09
C -6.6127 1.4223 -0.7517 -0.13
C -6.6108 2.6753 -0.1560 -0.12
C -5.4350 3.1961 0.3693 -0.05
H -1.1259 6.1203 2.6521 0.07
H 0.3107 5.5276 1.8049 0.07
H -0.1081 4.8685 3.3801 0.07
H -3.3812 5.0960 1.6292 0.09
H 1.1689 3.2806 2.0964 0.09
H 3.3142 2.5639 -2.2402 0.09
H 4.1614 3.7608 -0.0352 0.07
H 3.8342 2.6725 1.3137 0.06
H 2.9236 4.1688 1.1637 0.06
H -1.0042 0.3624 -2.4468 0.06
H -1.7714 -0.4891 -4.6344 0.10
H -0.3802 -0.1523 -6.6624 0.09
H 1.7954 1.0169 -6.4666 0.09
H 2.5606 1.8343 -4.2744 0.10
H 1.2993 -0.6346 5.0665 0.10
H 2.7996 1.5658 4.9690 0.07
H 2.1449 2.9193 4.0311 0.06
H 3.2780 1.7998 3.2877 0.06
H 0.3333 -2.8249 4.8408 0.11
H -1.0955 -4.8115 5.1185 0.09
H -3.2723 -4.9505 3.9389 0.09
H -4.0014 -3.0705 2.4955 0.10
H -2.5702 -1.0619 2.2581 0.09
H -3.3278 0.6513 -0.3401 0.08
H -5.4117 -0.2824 -1.2788 0.10
H -7.5277 1.0126 -1.1631 0.08
H -7.5277 3.2510 -0.0975 0.09
H -5.4406 4.1738 0.8368 0.10
F 3.0215 -5.2905 3.8178 -0.01
C 2.2919 -4.5418 2.9212 -0.31
C 2.6692 -3.2368 2.6813 -0.05
C 1.9143 -2.4889 1.7777 -0.14
C 0.7911 -2.9994 1.1184 -0.30
C 0.4741 -4.3289 1.4064 -0.16
C 1.2090 -5.1169 2.2958 -0.06
H 3.5287 -2.8221 3.1969 0.10
H 2.2166 -1.4592 1.6003 0.09
H -0.3938 -4.7894 0.9359 0.08
H 0.9430 -6.1454 2.5147 0.10
Cl 4.6609 -2.1973 -7.6148 0.58
C 3.6339 -2.2935 -6.1906 -0.68
C 3.9715 -1.5616 -5.0660 -0.12
C 3.1431 -1.6298 -3.9538 -0.02
C 2.0071 -2.4290 -3.9607 -0.12
C 1.6992 -3.1593 -5.1004 -0.02
C 2.5052 -3.0940 -6.2283 -0.12
C 1.0937 -2.4843 -2.7377 -0.69
O 0.1681 -3.3154 -2.7528 -0.08
O 1.3739 -1.6660 -1.8267 -0.17
H 4.8579 -0.9409 -5.0708 0.10
H 3.3458 -1.0474 -3.0638 0.12
H 0.8087 -3.7742 -5.0771 0.11
H 2.2666 -3.6488 -7.1265 0.09

12
Properties=species:S:1:pos:R:3:lowdin_charge:R:1 method="wB97M-V/def2-TZVPD" de_lowest_kcal_mol=165.0 homo_ev=-9.37 gap_ev=9.27 multiplicity=1 total_charge=0
C -1.7464 -0.3384 0.3206 -0.55
C -0.3255 -0.3485 -0.2350 -0.07
C 0.8619 -0.2128 -0.4109 -0.12
C 2.3891 -0.2158 -0.4571 -0.26
H -3.9615 0.6758 0.6262 -0.09
H -2.2415 -1.2084 0.1024 -0.01
H -1.6346 0.0065 1.4122 0.11
H 2.5942 -0.6895 -1.6312 0.16
H 2.9135 -1.0779 0.3275 0.16
H 1.4767 1.5455 0.5167 0.31
O 2.7657 1.2564 -0.0624 -0.26
S -3.0915 0.6070 -0.5090 0.63

30
Properties=species:S:1:pos:R:3:lowdin_charge:R:1 method="wB97M-V/def2-TZVPD" de_lowest_kcal_mol=142.3 homo_ev=-13.30 gap_ev=8.72 multiplicity=1 total_charge=+1
C -0.4040 1.7244 1.6652 0.08
C -0.1512 -2.2010 -1.2016 0.04
C 2.3837 -0.5873 -0.2377 0.14
C -0.5206 0.9999 -1.8321 0.12
C -0.0387 0.4854 1.4093 -0.20
C -0.1741 -1.5624 0.1940 -0.27
C 1.9315 0.5278 -0.1825 -0.19
C -1.0930 0.4518 -0.7298 -0.32
C 0.1048 -2.2225 1.4524 -0.01
C 1.9992 2.0177 -0.2035 -0.05
C -2.5141 0.5444 -0.5961 -0.04
N -0.3802 -0.2841 0.3341 -0.05
H -0.0250 2.2692 2.5018 0.09
H -0.9249 2.4271 1.0146 0.10
H 0.7533 -2.8425 -1.2272 0.11
H -0.2277 -1.4870 -2.0157 0.08
H -1.0252 -2.9432 -1.2399 0.14
H 2.4933 -1.5127 0.1764 0.03
H 0.4786 1.1880 -2.1655 0.06
H -1.0478 1.5361 -2.6034 0.10
H 0.6463 -0.0016 2.1940 0.16
H -0.7824 -1.9804 2.1382 0.15
H 0.9884 -1.7825 1.9232 0.09
H 0.3258 -3.3477 1.3890 0.14
H 1.3681 2.2208 0.6826 0.05
H 1.6708 2.3936 -1.1806 0.08
H 3.0050 2.3862 -0.1034 0.09
H -2.8181 1.5488 -0.7100 0.09
H -2.8923 0.0465 0.3911 0.14
H -3.1295 -0.0130 -1.2370 0.08

44
Properties=species:S:1:pos:R:3:lowdin_charge:R:1 method="wB97M-V/def2-TZVPD" homo_ev=-5.72 gap_ev=5.29 multiplicity=1 total_charge=0
N -3.8904 -2.2886 -4.7824 -0.10
C -2.8348 -2.9080 -3.9442 -0.45
P -2.1691 -1.5069 -2.7784 0.37
O -2.3887 -2.4944 -1.2930 -0.41
N -3.6728 -2.6591 -0.9341 -0.17
O -3.7797 -3.5879 -0.1756 -0.06
H -3.5074 -1.8693 -5.6159 0.04
H -4.6442 -2.9304 -4.9845 0.04
H -3.2323 -3.7769 -3.3761 0.06
H -1.9641 -3.2778 -4.5433 0.05
H -3.4991 -0.9511 -2.6181 -0.03
H -1.5724 -0.4169 -1.9802 -0.09
H -0.8367 -2.1071 -2.9151 -0.05
H -1.9937 -0.6954 -3.9788 -0.06
C -1.0737 -0.4197 0.8222 -0.11
C -0.9512 1.0537 0.4654 -0.24
C 0.4044 1.5335 -0.0283 -0.12
N 1.5723 1.5130 0.9562 -0.25
C 2.1044 0.1020 1.1167 -0.10
C 3.1590 -0.0163 2.2068 -0.16
C 2.6624 0.5612 3.5221 -0.18
C 2.2505 2.0125 3.3340 -0.17
C 1.1654 2.1298 2.2758 -0.10
C 2.6486 2.3584 0.3182 0.02
H -0.6920 -0.6314 1.8269 0.07
H -2.1222 -0.7140 0.8234 0.08
H -0.5566 -1.0467 0.0949 0.07
H -1.3156 1.6705 1.2919 0.10
H -1.6476 1.2442 -0.3562 0.11
H 0.2934 2.5751 -0.3356 0.13
H 0.7227 0.9610 -0.9023 0.14
H 1.2672 -0.5412 1.3710 0.11
H 2.4965 -0.2107 0.1489 0.14
H 3.4044 -1.0715 2.3414 0.13
H 4.0880 0.4759 1.9053 0.11
H 3.4409 0.4863 4.2831 0.12
H 1.8079 -0.0211 3.8830 0.13
H 3.1201 2.6228 3.0750 0.11
H 1.8685 2.4096 4.2767 0.13
H 0.9063 3.1711 2.0822 0.14
H 0.2794 1.6001 2.6230 0.13
H 2.2717 3.3736 0.2157 0.11
H 2.8729 1.9356 -0.6590 0.12
H 3.5374 2.3525 0.9412 0.09

91
Properties=species:S:1:pos:R:3:lowdin_charge:R:1 method="wB97M-V/def2-TZVPD" smiles="O=C1OC[C@@H](F)O1.O=S1(=O)OCCO1.O=S1(=O)OCCO1.O=S1(=O)OCCO1.CNC(C)=O.CNC(C)=O.CNC(C)=O.CNC(C)=O" homo_ev=-9.04 gap_ev=8.85 multiplicity=1 total_charge=0
O 5.1259 22.0990 0.4146 0.16
C 5.9324 22.7542 0.9867 -0.57
O 7.2467 22.5431 1.0144 0.07
C 7.8027 23.3122 2.0781 -0.05
C 6.8805 24.5119 2.0437 -0.26
F 7.3373 25.3456 1.0592 0.07
O 5.6246 23.8772 1.7327 0.12
H 7.8324 22.6516 2.9513 0.13
H 8.8507 23.4582 1.8198 0.12
H 6.7527 25.0684 2.9727 0.16
O 1.1139 23.2953 -4.5697 -0.23
S 1.0000 23.0378 -3.1691 0.64
O 0.2301 23.9552 -2.3691 -0.23
O 0.5596 21.5070 -2.9648 -0.20
C 1.1923 20.8723 -1.8739 -0.15
C 2.6059 21.5217 -1.8218 -0.13
O 2.4981 22.7424 -2.5778 -0.22
H 0.5902 21.0687 -0.9867 0.13
H 1.2818 19.8016 -2.0343 0.13
H 3.3812 21.0172 -2.3950 0.14
H 2.8999 21.7846 -0.8089 0.11
O 9.0420 17.3537 1.1322 -0.24
S 8.2496 18.5533 0.9582 0.66
O 8.8357 19.6365 0.2365 -0.22
O 6.7579 18.1388 0.4242 -0.19
C 5.8221 18.1019 1.4980 -0.17
C 6.2641 19.2479 2.3814 -0.14
O 7.7018 19.0723 2.3964 -0.23
H 4.8160 18.2644 1.1262 0.14
H 6.0423 17.1642 2.0144 0.14
H 5.9180 19.2558 3.4067 0.14
H 6.0558 20.1453 1.7956 0.11
O 13.6846 19.8213 -1.0679 -0.23
S 12.8855 20.9205 -1.5381 0.66
O 12.9633 21.1858 -2.9422 -0.22
O 11.3517 20.7974 -1.0010 -0.18
C 11.1114 21.5980 0.1344 -0.19
C 12.4773 22.2033 0.5511 -0.15
O 13.1529 22.2859 -0.7166 -0.20
H 10.3770 22.3650 -0.1104 0.13
H 10.7555 20.9834 0.9593 0.11
H 12.9703 21.6345 1.3402 0.13
H 12.4946 23.2505 0.8472 0.11
C 10.8263 22.4360 5.8919 -0.08
N 10.6343 21.0138 5.8805 0.01
C 10.1013 20.3789 4.8073 -0.53
C 10.3416 18.8885 4.6771 0.02
O 9.5783 21.0156 3.8998 0.02
H 10.0766 22.9139 5.2631 0.06
H 11.7666 22.8630 5.5331 0.07
H 10.6556 22.7334 6.9280 0.09
H 10.7262 20.4952 6.7362 0.14
H 9.4743 18.2420 4.8019 0.08
H 11.0723 18.5424 5.4076 0.08
H 10.7017 18.8089 3.6527 0.09
C 8.1156 24.6526 6.5161 -0.06
N 8.2947 25.8627 5.7649 0.01
C 7.4766 26.7549 5.1677 -0.56
C 8.0733 27.9159 4.4162 0.00
O 6.2609 26.8132 5.3797 0.01
H 8.8706 24.6698 7.3033 0.08
H 8.3182 23.7441 5.9461 0.06
H 7.1138 24.5903 6.9341 0.09
H 9.2497 26.1024 5.4922 0.08
H 8.8208 27.5148 3.7176 0.05
H 8.7037 28.5962 4.9945 0.09
H 7.3679 28.5300 3.8712 0.08
C 13.5825 25.1250 5.2601 -0.07
N 12.8794 25.0691 3.9860 0.01
C 11.6369 25.5383 3.8053 -0.53
C 11.0883 25.5653 2.3907 0.03
O 11.0330 26.1060 4.7126 0.02
H 12.8878 25.1244 6.0952 0.08
H 14.1601 26.0489 5.3565 0.09
H 14.3304 24.3349 5.2678 0.09
H 13.3226 24.5006 3.2862 0.13
H 11.7516 26.1100 1.7210 0.10
H 10.1348 26.0626 2.5352 0.07
H 11.0321 24.5500 1.9950 0.06
C 5.7272 25.0929 -2.0576 -0.07
N 4.4270 25.3260 -2.6173 0.00
C 4.1453 25.9654 -3.7738 -0.55
C 2.6706 26.0409 -4.1085 0.00
O 5.0263 26.3853 -4.5111 0.04
H 6.4639 25.8931 -2.1535 0.09
H 6.1197 24.2615 -2.6563 0.10
H 5.8105 24.7953 -1.0154 0.06
H 3.5973 25.2362 -2.0531 0.12
H 2.3888 27.0118 -4.5068 0.09
H 2.0016 25.8542 -3.2662 0.06
H 2.4852 25.2413 -4.8219 0.07

10
Properties=species:S:1:pos:R:3:lowdin_charge:R:1 method="wB97M-V/def2-TZVPD" de_lowest_kcal_mol=15.2 homo_ev=-9.66 gap_ev=10.63 multiplicity=1 total_charge=0
H -0.9863 1.4543 -0.4664 0.04
N 0.0223 1.3054 -0.5046 0.04
C 0.3974 0.7805 0.5941 -0.40
N -0.3943 0.3442 1.6144 0.08
H 1.4634 0.7077 0.7933 0.11
H -1.3254 0.0186 1.4318 0.09
H 0.0509 -0.1444 2.3681 0.08
O 0.0922 -1.8984 -1.4033 -0.08
H -0.0679 -0.9458 -1.3724 -0.01
H 0.1322 -2.1048 -2.3434 0.03

15
Properties=species:S:1:pos:R:3:lowdin_charge:R:1 method="wB97M-V/def2-TZVPD" de_lowest_kcal_mol=38.7 smiles="C/N=C(/C)OC" homo_ev=-9.75 gap_ev=10.74 multiplicity=1 total_charge=0
C 0.4632 1.9166 -0.1175 -0.13
N -0.4637 1.0831 0.6244 0.05
C -0.6965 -0.0892 0.2091 -0.46
C -1.7156 -0.9955 0.8314 -0.01
O -0.0883 -0.6764 -0.8830 -0.12
C 1.2971 -0.9491 -0.7022 -0.09
H 0.6901 1.5530 -1.1269 0.07
H 0.0356 2.9192 -0.1898 0.07
H 1.4187 2.0178 0.4108 0.08
H -2.4794 -1.2456 0.0900 0.08
H -1.2638 -1.9475 1.1286 0.08
H -2.1868 -0.5197 1.6910 0.08
H 1.8801 -0.4799 -1.5014 0.09
H 1.4709 -2.0315 -0.7247 0.09
H 1.6385 -0.5553 0.2603 0.09

17
Properties=species:S:1:pos:R:3:lowdin_charge:R:1 method="wB97M-V/def2-TZVPD" de_lowest_kcal_mol=133.3 homo_ev=-6.64 gap_ev=7.61 multiplicity=1 total_charge=0
C -2.3626 0.7280 0.3494 -0.16
C -1.1992 -0.1946 0.5793 -0.20
C 0.3035 -1.4740 -0.2620 -0.04
C 1.7443 -1.1501 -0.0177 -0.08
C 2.0760 0.1290 0.0874 -0.06
C 0.9254 1.0607 -0.1746 -0.17
O -0.1400 0.1661 -0.5111 -0.23
H -3.0636 0.6144 1.1842 0.07
H -2.9087 0.4875 -0.5693 0.06
H -2.0773 1.7951 0.2962 0.06
H -0.6623 0.0961 1.4946 0.07
H 0.0475 -1.8180 -1.2614 0.12
H -0.0569 -2.2089 0.4592 0.08
H 2.4447 -1.9671 0.1221 0.11
H 3.0724 0.4938 0.3055 0.11
H 0.6613 1.6760 0.6974 0.13
H 1.1341 1.7279 -1.0231 0.13

8
Properties=species:S:1:pos:R:3:lowdin_charge:R:1 method="wB97M-V/def2-TZVPD" de_lowest_kcal_mol=4.0 homo_ev=-5.27 gap_ev=9.37 multiplicity=1 total_charge=-1
C -1.9214 0.1532 -0.2047 -0.16
C -0.7439 -0.6931 0.3174 -0.85
N -2.6950 0.8148 -0.7314 0.07
N 1.5466 0.7159 0.9196 0.26
N 2.0026 0.5047 -0.0505 -0.30
O -0.0490 -1.1515 -0.6069 -0.06
O -0.5994 -0.7367 1.4926 -0.01
O 2.4594 0.3927 -1.1360 0.05

14
Properties=species:S:1:pos:R:3:lowdin_charge:R:1 method="wB97M-V/def2-TZVPD" de_lowest_kcal_mol=113.4 homo_ev=-7.09 gap_ev=6.28 multiplicity=1 total_charge=0
B 0.2504 -0.8988 -0.1253 -0.06
C -1.5395 -2.6564 0.2616 0.07
C -0.4859 -2.1590 -0.4117 -0.03
C 0.1541 2.2015 -0.4193 -0.49
C 1.4070 1.3176 0.1060 -0.12
O -0.4138 1.7066 -1.4749 -0.23
O 1.0085 -0.0042 0.2432 0.17
H -2.0225 -3.5668 -0.0494 0.07
H -1.9424 -2.1662 1.1301 0.07
H -0.1528 -2.7078 -1.2863 0.10
H -0.5153 2.2953 0.4752 0.10
H 0.6495 3.1906 -0.5711 0.10
H 2.2045 1.3484 -0.6406 0.13
H 1.7571 1.6917 1.0702 0.12

8
Properties=species:S:1:pos:R:3:lowdin_charge:R:1 method="wB97M-V/def2-TZVPD" de_lowest_kcal_mol=80.8 homo_ev="-17.26 / -24.52" gap_ev="5.61 / 5.72" multiplicity=3 total_charge=+2
C -0.0989 0.0690 1.4720 0.25
C 0.2914 -0.1654 -1.9005 0.25
N -0.1290 1.1848 1.6278 0.44
N -0.2544 -0.8207 -1.1849 0.29
H 0.0419 -0.9939 1.6668 0.15
H 0.9454 0.4275 -2.6289 0.21
H -0.2883 2.1424 1.8975 0.20
H -0.5081 -1.8437 -0.9498 0.22

17
Properties=species:S:1:pos:R:3:lowdin_charge:R:1 method="wB97M-V/def2-TZVPD" de_lowest_kcal_mol=52.3 smiles=NCCCO.O homo_ev=-8.90 gap_ev=9.62 multiplicity=1 total_charge=0
N 0.8185 -0.2289 -2.0943 -0.02
C 0.5401 -0.2174 -0.5487 -0.25
C -0.0203 -1.5428 -0.1816 -0.18
C -0.0428 -1.5446 1.4816 -0.26
O -0.5852 -2.7878 1.8104 -0.14
H 1.3858 -0.9431 -2.4758 0.03
H -0.0664 -0.3835 -2.5144 0.02
H 1.4194 0.1437 -0.1201 0.07
H -0.2394 0.6367 -0.3908 0.14
H 0.4358 -2.3898 -0.4402 0.05
H -1.0438 -1.8022 -0.5971 0.13
H -0.7623 -0.8154 1.7787 0.09
H 1.0164 -1.3017 1.6890 0.12
H -0.0191 -3.2689 2.6154 0.18
O -0.9199 5.7179 0.3417 -0.02
H -1.6475 5.3820 -0.1164 0.00
H -0.2693 5.3456 -0.2375 0.03